Density functional theory data (ωB97M-V/def2-TZVPD) for one molecule with the formula C5H8O2.

Geometry as XYZ:
```
15
Properties=species:S:1:pos:R:3:forces:R:3
C -2.9620 -0.2625 -0.3453 0.43 -0.01 0.02
C -1.7725 -0.3929 -0.2101 -0.51 -0.02 -0.09
C -0.3544 -0.7820 -0.1271 -0.04 -0.04 -0.27
O 0.0598 -0.9550 1.2260 -0.19 -0.11 0.18
C 0.6214 0.1846 -0.8298 0.05 -0.02 -0.08
C 1.3303 1.1638 0.1062 -0.22 0.23 -0.25
O 2.3042 0.5300 0.9029 -0.05 -0.15 0.21
H -4.0146 -0.1709 -0.4974 0.16 0.09 0.09
H -0.3085 -1.7490 -0.6461 0.08 0.06 0.07
H -0.6579 -1.3715 1.7186 0.13 0.04 -0.07
H 1.3956 -0.4048 -1.3315 -0.08 0.07 0.06
H 0.0735 0.7339 -1.6031 0.07 -0.08 0.11
H 1.8677 1.9021 -0.4986 -0.13 -0.09 0.07
H 0.5938 1.7083 0.7173 0.11 -0.09 -0.04
H 1.8236 -0.1344 1.4180 0.19 0.11 -0.02
```
Positions in Å, forces in eV/Å.

## Properties
HOMO-LUMO gap (eV): 10.65
Total energy (hartree): -345.711382
SMILES: C#C[C@H](O)CCO
Multiplicity: 1

Atomic partial charges in e from the Mulliken method, atoms 1 to 8:
1 C 0.2450
2 C -0.9136
3 C 0.4478
4 O -0.5518
5 C -0.7554
6 C -0.4983
7 O -0.5556
8 H 0.4384

***

Density functional theory data (ωB97M-V/def2-TZVPD) for a 2-piece molecular cluster, C5H8O2 overall.

Geometry as XYZ:
```
15
Properties=species:S:1:pos:R:3:forces:R:3
O -1.4532 1.6842 -0.9003 -0.11 -0.51 0.11
C -1.4830 0.5032 -0.6608 -0.01 0.38 -0.07
C -1.6632 -0.0662 0.7309 0.03 0.16 0.06
C -0.5683 -1.0501 1.0812 0.18 0.02 0.30
O 0.1307 -0.9461 2.0572 -0.34 -0.12 -0.38
H -1.3871 -0.2435 -1.4759 0.01 0.06 0.06
H -1.7071 0.7385 1.4687 0.01 -0.13 -0.12
H -2.6106 -0.6244 0.7274 0.07 0.03 0.00
H -0.4526 -1.9019 0.3764 0.05 0.11 0.11
C 1.6077 0.9278 -0.6232 0.19 -0.31 0.01
C 2.1219 -0.2962 -0.5154 -0.08 0.32 -0.03
H 1.4549 1.5536 0.2521 0.00 -0.08 -0.10
H 1.3197 1.3543 -1.5808 0.07 -0.08 0.13
H 2.2872 -0.9228 -1.3873 -0.02 0.07 0.06
H 2.4031 -0.7104 0.4497 -0.06 0.07 -0.14
```
Positions in Å, forces in eV/Å.

## Properties
HOMO-LUMO gap (eV): 10.69
Total energy (hartree): -345.730399
SMILES: O=CCC=O.C=C
Multiplicity: 1

Atomic partial charges in e from the Mulliken method, atoms 1 to 8:
1 O -0.4545
2 C -0.0547
3 C -0.2781
4 C -0.0343
5 O -0.4630
6 H 0.3391
7 H 0.2632
8 H 0.3313

***

Density functional theory data (ωB97M-V/def2-TZVPD) for one molecule with the formula C5H8O2.

Geometry as XYZ:
```
15
Properties=species:S:1:pos:R:3:forces:R:3
C -0.5633 1.9544 -0.2557 0.00 0.03 0.00
C -0.2606 0.4856 -0.0667 -0.08 0.18 0.03
O 1.1458 0.3336 0.0400 0.03 -0.02 -0.12
C 1.5389 -0.9435 0.4450 -0.08 0.06 0.55
O 1.5491 -1.8798 -0.5888 -0.19 -0.07 -0.13
C -1.1150 -0.5839 -0.6394 -0.25 0.24 0.37
C -1.1620 -0.4499 0.6594 -0.32 0.16 -0.40
H -0.0818 2.3262 -1.1653 -0.02 -0.06 0.11
H -0.1834 2.5371 0.5893 -0.03 -0.09 -0.10
H -1.6409 2.1196 -0.3420 0.16 -0.07 0.02
H 0.8457 -1.2595 1.2500 0.43 -0.08 -0.12
H 2.5540 -0.8762 0.8302 -0.03 0.06 -0.06
H 0.6213 -2.0344 -0.8150 0.20 -0.16 -0.09
H -1.5730 -1.0178 -1.5111 0.09 -0.11 -0.10
H -1.6749 -0.7115 1.5700 0.08 -0.07 0.03
```
Positions in Å, forces in eV/Å.

## Properties
HOMO-LUMO gap (eV): 10.63
Total energy (hartree): -345.689687
SMILES: CC1(OCO)C=C1
Multiplicity: 1

Atomic partial charges in e from the Mulliken method, atoms 1 to 8:
1 C -1.4813
2 C 1.2582
3 O -0.4460
4 C -0.2557
5 O -0.5235
6 C -0.8773
7 C -0.4958
8 H 0.3391

***

Density functional theory data (ωB97M-V/def2-TZVPD) for one molecule with the formula C5H8O2 in a non-equilibrium geometry.

Geometry as XYZ:
```
15
Properties=species:S:1:pos:R:3:forces:R:3
O -2.0272 0.7171 -1.2233 -0.56 -0.86 0.10
C -0.9178 0.0396 -1.0656 -0.07 0.79 -0.93
C 0.8778 -0.7604 0.6359 1.12 1.43 0.21
C -0.3385 -1.4583 1.1159 -1.28 -0.66 0.44
O -1.3270 -0.9959 1.6280 0.00 1.15 0.15
C 0.8493 0.8123 0.3088 0.25 -1.74 0.68
C 0.1857 1.0447 -1.0328 -0.02 -0.09 -0.17
H -2.7123 0.0299 -1.2017 -0.32 0.43 -0.06
H 1.3203 -1.3499 -0.1760 -0.10 0.23 0.09
H 1.5623 -0.8377 1.4911 0.15 -0.26 -0.02
H -0.3770 -2.5595 1.1111 0.91 -0.27 -0.52
H 1.8884 1.1573 0.3181 -0.22 0.01 0.04
H 0.3081 1.3079 1.1219 0.04 -0.04 -0.21
H -0.1517 2.0787 -1.1754 0.02 -0.12 0.04
H 0.8596 0.7741 -1.8559 0.07 0.00 0.16
```
Positions in Å, forces in eV/Å.

## Properties
HOMO-LUMO gap (eV): 9.55
Total energy (hartree): -345.679991
Multiplicity: 1

Atomic partial charges in e from the Mulliken method, atoms 1 to 8:
1 O -0.3201
2 C -0.3661
3 C -0.5327
4 C -0.0079
5 O -0.4978
6 C -0.6032
7 C -0.2422
8 H 0.4215

***

Density functional theory data (ωB97M-V/def2-TZVPD) for C5H8O2 as an isolated structure in a non-equilibrium geometry.

Geometry as XYZ:
```
15
Properties=species:S:1:pos:R:3:forces:R:3
O 2.4006 0.8836 0.7518 -0.14 0.16 0.10
C 1.6543 0.1549 -0.1982 -0.17 -0.28 -0.31
C 0.4418 -0.4706 0.4794 0.21 -0.23 -0.11
O -0.2693 0.5710 1.2108 0.02 0.07 0.10
C -1.4484 0.1935 0.5381 -0.29 -0.13 0.40
C -1.4679 0.3902 -0.9327 0.16 -1.48 -0.22
C -0.8639 -0.9042 -0.2317 -0.37 -0.64 0.44
H 1.7815 1.5139 1.1494 0.16 -0.10 0.00
H 1.3365 0.8029 -1.0277 0.08 -0.09 0.11
H 2.3157 -0.6223 -0.5929 -0.12 0.06 0.00
H 0.7524 -1.2520 1.1806 0.02 0.12 -0.05
H -2.3832 0.1028 1.0771 0.01 0.54 0.01
H -0.6080 0.2719 -1.5612 0.23 2.40 -0.73
H -2.4518 0.2632 -1.3708 0.24 -0.23 -0.12
H -1.1904 -1.8989 -0.4719 -0.05 -0.18 0.38
```
Positions in Å, forces in eV/Å.

## Properties
HOMO-LUMO gap (eV): 10.18
Total energy (hartree): -345.657721
Multiplicity: 1

Atomic partial charges in e from the Mulliken method, atoms 1 to 8:
1 O -0.5266
2 C -0.5943
3 C 0.2906
4 O -0.4878
5 C 0.0155
6 C -0.8753
7 C -0.4143
8 H 0.3354

***

Density functional theory data (ωB97M-V/def2-TZVPD) for one molecule with the formula C5H8O2 in a non-equilibrium geometry.

Geometry as XYZ:
```
15
Properties=species:S:1:pos:R:3:forces:R:3
C 0.9736 1.1257 0.0306 0.08 -4.29 5.48
C 1.2166 -1.3865 -0.0951 -3.43 3.24 -0.53
C -0.3361 -0.8311 0.3019 5.17 0.44 0.99
C -1.7846 0.3523 -0.0022 -2.27 4.61 0.51
C -0.3204 0.5659 -0.2240 0.24 -2.30 -2.91
H 1.1836 1.8194 -0.6140 2.03 3.86 -3.54
H 1.1398 1.3677 1.0695 -0.08 1.04 0.28
H 1.7808 -1.9093 0.6477 -0.18 -1.05 0.07
H 1.1189 -1.7585 -1.1511 0.56 -0.07 1.11
H -0.4722 -0.3998 1.2667 0.94 -1.84 2.77
H -2.2635 0.8195 0.9633 1.17 -1.84 -0.89
H -2.2680 1.0386 -0.7244 -0.78 -1.66 -0.49
H -0.2248 0.3242 -1.2804 -0.42 0.47 -0.92
O 1.8619 -0.0756 -0.0460 0.21 0.09 -0.98
O -1.6055 -1.0524 -0.1427 -3.24 -0.67 -0.96
```
Positions in Å, forces in eV/Å.

## Properties
HOMO-LUMO gap (eV): 10.52
Total energy (hartree): -345.588519
Multiplicity: 1

Atomic partial charges in e from the Mulliken method, atoms 1 to 8:
1 C -0.7012
2 C -0.3652
3 C -0.2508
4 C -0.3701
5 C 0.1754
6 H 0.3563
7 H 0.2734
8 H 0.3024

***

Density functional theory data (ωB97M-V/def2-TZVPD) for one molecule with the formula C5H8O2 in a non-equilibrium geometry.

Geometry as XYZ:
```
15
Properties=species:S:1:pos:R:3:forces:R:3
O -1.4178 -2.1789 -0.0801 -0.42 0.55 0.34
C -1.2147 -1.0154 0.1090 2.94 0.20 -0.21
C -1.8936 0.2941 -0.1887 -1.39 -1.08 -3.85
C -0.5665 1.0562 -0.1119 -0.10 0.28 0.60
C 0.1604 -0.1782 0.4604 -1.66 -1.23 0.07
C 1.5333 -0.5204 -0.0460 -0.76 -0.37 0.25
O 2.3591 0.4845 0.5162 1.34 -0.18 -0.78
H -2.1908 0.0893 -1.4193 0.07 0.94 3.55
H -2.7247 0.5515 0.4800 0.07 0.15 -0.60
H -0.6170 1.9256 0.5467 0.23 -0.06 -0.12
H -0.1771 1.3625 -1.0889 -0.12 -0.09 0.23
H 0.1512 -0.1961 1.5586 0.23 0.36 -0.09
H 1.8184 -1.5214 0.3070 0.03 0.12 -0.11
H 1.5393 -0.5220 -1.1476 0.13 0.11 0.19
H 3.2405 0.3686 0.1047 -0.60 0.31 0.52
```
Positions in Å, forces in eV/Å.

## Properties
HOMO-LUMO gap (eV): 10.03
Total energy (hartree): -345.730438
SMILES: O=C1CC[C@@H]1CO
Multiplicity: 1

Atomic partial charges in e from the Mulliken method, atoms 1 to 8:
1 O -0.5503
2 C 0.1816
3 C -0.2685
4 C -0.7168
5 C 0.1782
6 C -0.5879
7 O -0.5132
8 H 0.1939

***

Density functional theory data (ωB97M-V/def2-TZVPD) for C5H8O2 as an isolated structure.

Geometry as XYZ:
```
15
Properties=species:S:1:pos:R:3:forces:R:3
C 0.9878 -1.2493 0.2263 0.03 -0.04 -0.01
C -0.0594 -0.1715 0.0364 0.11 -0.10 0.28
C -1.1511 -0.1800 1.1096 -0.01 0.00 0.03
C 0.4840 1.2110 -0.3707 0.04 0.09 0.02
C -0.2563 0.9443 -1.6687 -0.06 0.32 -0.47
O -0.4795 1.5188 -2.6905 0.13 -0.30 0.48
O -0.6708 -0.2998 -1.3039 -0.05 0.02 -0.12
H 1.7199 -1.2342 -0.5871 -0.11 0.03 0.09
H 1.5168 -1.0964 1.1731 -0.09 0.00 -0.10
H 0.5204 -2.2384 0.2506 0.03 0.13 0.00
H -1.1288 0.7297 1.7170 0.03 -0.13 -0.08
H -2.1295 -0.2390 0.6254 0.12 0.02 0.09
H -1.0509 -1.0360 1.7837 -0.01 0.10 -0.14
H 0.1286 2.0738 0.1959 0.01 -0.12 -0.10
H 1.5687 1.2668 -0.4971 -0.17 -0.01 0.01
```
Positions in Å, forces in eV/Å.

## Properties
HOMO-LUMO gap (eV): 11.14
Total energy (hartree): -345.795640
Multiplicity: 1

Atomic partial charges in e from the Mulliken method, atoms 1 to 8:
1 C -1.6382
2 C 1.6028
3 C -1.4807
4 C -0.6551
5 C 0.4072
6 O -0.5530
7 O -0.4367
8 H 0.4088

***

Density functional theory data (ωB97M-V/def2-TZVPD) for a 2-piece molecular cluster, C5H8O2 overall.

Geometry as XYZ:
```
15
Properties=species:S:1:pos:R:3:forces:R:3
C 1.4686 0.2858 1.5276 -0.03 -0.30 0.31
C 0.5616 -0.6107 1.1692 0.38 0.10 0.17
O -0.7798 -0.3863 1.3459 0.10 0.12 0.04
C -1.4589 -0.4282 0.0994 -0.30 -0.30 -0.10
C -1.1655 0.5275 -1.0185 -0.22 -0.32 -0.32
C -0.7207 -0.6878 -1.1316 -0.42 0.22 -0.05
O -0.0866 -1.6314 -1.8305 0.00 0.09 -0.19
H 1.1495 1.2027 2.0116 0.10 -0.08 -0.07
H 2.5227 0.1415 1.3241 -0.08 -0.17 0.24
H 0.8189 -1.5664 0.7081 -0.05 0.19 -0.02
H -2.4832 -0.7566 0.2724 0.15 -0.12 0.09
H -1.3821 1.4910 -1.4455 0.06 -0.05 0.12
H 0.1970 -1.2289 -2.6638 0.04 -0.17 0.04
H 0.9622 1.7632 0.0482 -0.02 0.37 -0.25
H 0.3965 1.8846 -0.4166 0.30 0.41 -0.01
```
Positions in Å, forces in eV/Å.

## Properties
HOMO-LUMO gap (eV): 9.61
Total energy (hartree): -345.612558
SMILES: C=CO[C@H]1C=C1O.[H][H]
Multiplicity: 1

Atomic partial charges in e from the Mulliken method, atoms 1 to 8:
1 C -0.9830
2 C 0.0263
3 O -0.4331
4 C -0.3041
5 C -0.4081
6 C 0.2135
7 O -0.4871
8 H 0.4767

***

Density functional theory data (ωB97M-V/def2-TZVPD) for C5H8O2 as an isolated structure in a non-equilibrium geometry.

Geometry as XYZ:
```
15
Properties=species:S:1:pos:R:3:forces:R:3
C -1.7529 0.0695 0.5417 0.10 -0.04 -0.05
C -0.3527 -0.1457 0.0067 -0.04 -0.27 0.53
C 0.5961 1.0788 0.1678 0.35 0.30 1.11
C 0.6902 -1.0328 0.6074 -0.32 -0.96 -0.46
O 0.7465 1.2014 1.6198 0.82 1.08 -0.72
C 0.7297 -1.5784 -0.7733 0.22 -0.18 -0.18
O -0.2759 -0.7099 -1.3144 -0.03 0.15 -0.19
H -2.3152 0.7109 -0.1431 0.09 -0.06 0.01
H -1.7194 0.5416 1.5253 0.10 -0.07 -0.14
H -2.2739 -0.8892 0.6257 0.09 0.15 -0.05
H 1.4948 1.0070 -0.5101 -0.40 -0.20 1.18
H 0.0955 1.9958 -0.1785 -0.08 -0.34 0.28
H 1.3647 0.5588 2.0504 -0.84 0.42 -1.33
H 1.6742 -1.6013 -1.3233 -0.08 -0.03 -0.02
H 0.3498 -2.6116 -0.6741 0.03 0.06 0.00
```
Positions in Å, forces in eV/Å.

## Properties
HOMO-LUMO gap (eV): 8.92
Total energy (hartree): -345.604852
Multiplicity: 1

Atomic partial charges in e from the Mulliken method, atoms 1 to 8:
1 C -1.4943
2 C 1.5533
3 C -0.6782
4 C -0.6770
5 O -0.5042
6 C -0.3197
7 O -0.5057
8 H 0.3672